The following is a quantum chemistry calculation of a cluster of 10 separate species, C36H99F6N9O9P in total, from OMol25.

```
160
Properties=species:S:1:pos:R:3:forces:R:3:mulliken_spin:R:1
P -23.4153 11.2593 -18.7374 0.72 -0.65 1.51 0.06
F -23.7013 10.4078 -20.0779 -0.57 0.16 0.42 -0.02
F -23.1356 12.0851 -17.3937 0.45 0.39 1.16 -0.02
F -21.8744 10.8280 -18.7592 0.43 -0.14 -0.47 -0.05
F -24.8986 11.8170 -18.6488 -2.10 -0.95 -0.15 -0.04
F -23.1131 12.5971 -19.5348 1.03 0.37 -1.55 0.02
F -23.7247 9.9491 -17.7979 -0.65 0.40 -0.75 0.02
O -19.5757 11.6053 -13.0902 -0.37 1.02 0.17 -0.11
O -27.9091 8.0474 -20.8506 0.07 0.53 -2.08 -0.12
O -21.3561 15.8743 -18.1502 0.54 0.92 -0.16 -0.09
O -19.9358 7.0279 -18.4018 -1.07 -0.21 0.18 -0.38
O -18.6827 9.7541 -22.8152 1.16 0.18 -0.04 -1.09
O -25.7319 16.2662 -19.1931 0.15 1.15 0.11 -0.02
O -25.4809 6.0124 -16.5654 -1.20 -0.17 -0.37 -0.07
O -27.2421 15.6490 -14.2497 -0.33 -0.44 1.47 -0.02
O -25.8632 12.0895 -25.7539 0.14 0.11 0.82 -0.13
N -18.6555 18.3550 -18.2363 0.19 -0.15 0.43 -0.01
N -22.3441 13.4698 -14.9315 1.01 0.64 0.72 -0.02
N -20.8865 4.4022 -19.6445 -0.30 0.73 -0.69 0.17
N -26.2908 12.2741 -22.0551 -0.63 0.73 -0.69 -0.02
N -25.3965 12.8005 -15.5749 1.26 -0.44 0.47 0.00
N -24.1160 14.1327 -21.8044 0.30 -0.39 -0.06 0.01
N -29.7564 9.9897 -20.1190 -0.30 -0.10 -0.37 0.02
N -22.8557 7.1450 -19.0323 -1.23 0.07 -0.25 0.05
N -22.0753 11.0360 -22.2120 -0.30 -0.92 -0.41 -0.02
C -24.6443 17.0019 -18.6021 -0.87 -1.00 0.36 0.02
C -28.5333 10.7320 -18.1740 1.36 -0.19 -0.47 0.05
C -25.3177 15.0907 -19.8746 -0.11 0.91 -0.68 -0.04
C -21.5291 14.4886 -18.1748 -1.09 -0.27 -0.18 -0.09
C -26.3988 12.6077 -24.5210 0.07 -0.27 -0.61 0.04
C -20.1938 12.7825 -13.6811 -0.69 -0.86 -0.96 -0.02
C -20.0153 11.9383 -21.3267 1.34 -0.32 -0.59 -0.13
C -19.9620 9.6065 -22.3108 -1.56 1.43 -0.61 -0.11
C -19.9939 17.8386 -18.3949 -1.00 -0.11 0.00 0.00
C -25.3879 16.1740 -22.2276 0.23 0.48 0.48 0.05
C -27.0554 6.9124 -20.9217 -0.58 0.56 -0.76 0.17
C -22.6926 7.2835 -16.6259 -0.42 0.34 1.78 0.04
C -25.9062 10.3123 -23.3760 0.05 -0.73 -1.23 0.05
C -24.5579 15.3764 -21.2209 -0.09 0.14 0.83 -0.02
C -26.3415 14.5276 -14.2263 0.28 1.09 -2.21 0.02
C -20.6585 18.4951 -19.6020 -0.50 -0.61 -0.11 0.09
C -28.4256 10.1422 -19.5860 0.28 -0.11 0.11 -0.06
C -18.5740 3.6712 -19.4620 -0.28 0.71 0.24 0.88
C -20.6155 11.0541 -22.3941 -0.83 -0.13 1.11 0.05
C -26.8723 16.8150 -14.9296 0.05 0.25 -0.70 0.03
C -26.1168 14.0449 -15.6734 -1.35 -1.38 -0.15 -0.04
C -27.4015 13.6396 -16.4386 -0.18 2.20 -0.37 -0.01
C -24.9253 6.5962 -17.7698 0.48 1.19 0.62 -0.02
C -19.5980 4.7665 -19.1066 0.76 0.67 0.25 -0.52
C -25.7617 11.8347 -23.3537 0.07 -0.67 0.11 -0.11
C -20.0199 16.3060 -18.3563 -0.73 -0.27 0.20 0.19
C -19.5750 8.3852 -18.2758 1.15 -0.27 -0.17 0.38
C -27.7589 8.7352 -19.6450 0.25 -0.32 1.20 -0.15
C -23.3763 6.6011 -17.7805 0.06 -0.91 -0.14 0.02
C -18.1868 11.8063 -13.0319 0.47 -0.15 -1.17 0.22
C -26.9620 5.8858 -16.6104 2.05 0.30 -1.16 0.13
C -26.0685 12.8428 -26.9275 -0.01 -0.80 0.21 0.18
C -19.1344 6.2860 -19.3056 0.17 -1.23 0.84 0.09
C -21.7395 11.1023 -14.8822 0.71 -0.51 0.70 -0.03
C -21.6558 12.4557 -14.1074 -0.69 -1.82 -0.59 0.01
C -18.0576 8.6003 -23.3123 0.08 -0.16 -0.37 2.07
H -25.2737 6.2237 -18.7331 -0.20 -0.95 0.20 0.02
H -23.0566 5.5613 -17.8493 -0.09 -0.38 0.63 0.00
H -17.6898 3.8021 -18.8381 0.22 -0.10 -0.23 -0.16
H -26.0229 7.2322 -20.7811 0.12 -0.38 0.67 0.03
H -21.2673 10.2847 -14.3375 0.57 0.12 0.09 0.02
H -19.6585 15.8094 -19.2567 0.29 0.31 -0.51 -0.01
H -25.0577 17.7995 -17.9848 -0.23 0.21 -0.38 0.01
H -20.3876 11.5545 -23.3352 0.03 -0.63 -0.41 0.08
H -26.1049 12.1212 -15.3365 0.22 -0.42 0.22 -0.01
H -22.9826 6.8563 -15.6659 0.12 -0.53 0.11 -0.01
H -17.8794 12.6731 -12.4468 -0.08 0.05 0.31 0.00
H -25.7586 17.0999 -21.7876 -0.45 -0.18 0.39 0.01
H -25.2755 9.8353 -24.1262 0.34 0.10 0.09 0.03
H -25.7079 9.8485 -22.4098 0.46 0.27 0.06 0.00
H -28.0672 14.5013 -16.4869 -0.55 -0.06 0.25 0.00
H -24.1713 16.3388 -17.8777 0.62 -0.09 -0.11 0.00
H -17.8296 11.9530 -14.0511 0.14 0.50 -0.33 -0.02
H -27.1733 13.4837 -17.4930 0.34 -0.40 0.04 0.01
H -25.0545 12.5055 -16.4783 0.22 -0.01 -0.19 -0.01
H -19.4869 8.8174 -19.2725 0.04 0.37 0.06 0.00
H -18.2323 7.7050 -22.7156 -0.14 -0.08 0.20 -0.14
H -23.9245 17.3889 -19.3234 -0.01 -0.06 0.00 0.00
H -27.3716 5.3186 -15.7746 0.58 -0.08 0.02 -0.02
H -18.0937 6.3406 -18.9862 0.36 0.00 0.22 -0.05
H -18.6011 8.3684 -17.7866 0.37 0.48 -0.09 -0.03
H -20.4018 19.5505 -19.6928 0.27 0.05 0.12 -0.05
H -25.3568 14.8150 -13.8578 0.07 0.08 0.33 0.00
H -16.9794 8.7451 -23.3805 0.01 0.27 0.26 -0.24
H -25.6518 13.8493 -26.8879 -0.16 0.21 0.21 -0.01
H -17.6035 10.9230 -12.7718 -0.63 -0.24 0.75 -0.05
H -27.5296 17.6455 -14.6719 -0.44 -0.33 0.31 -0.01
H -27.5111 10.8515 -17.8148 0.08 -0.34 0.48 0.00
H -22.7429 10.6887 -14.9835 -0.36 0.79 -0.24 -0.02
H -29.5612 9.4116 -20.9239 -0.72 -0.14 -0.66 0.00
H -26.2338 14.5576 -20.1286 -0.08 -0.12 0.05 -0.02
H -21.8554 7.1448 -18.8929 0.30 0.32 -0.29 0.00
H -26.7130 13.6846 -13.6436 -0.50 0.44 0.21 0.00
H -23.6578 15.9454 -20.9882 0.08 0.22 0.11 0.00
H -28.2980 8.0497 -18.9911 -0.13 0.35 1.28 0.03
H -20.3628 17.9825 -20.5174 -0.29 0.06 -0.23 0.00
H -21.6041 7.2835 -16.6845 -0.09 -0.38 -0.22 -0.04
H -27.1237 12.8239 -27.1998 -0.26 0.45 -0.02 -0.01
H -18.8062 19.3382 -18.4117 0.77 0.30 0.02 -0.01
H -25.5711 14.7922 -16.2493 0.15 -0.05 0.02 0.01
H -18.9811 12.0304 -21.6586 0.52 0.00 0.70 0.06
H -22.4204 11.9067 -21.8339 0.32 0.56 -0.36 -0.01
H -30.1682 9.3462 -19.4584 -0.75 -0.22 0.06 -0.03
H -19.9635 9.2074 -21.2965 0.07 0.27 0.42 0.07
H -20.2265 8.9922 -17.6471 -0.50 -0.50 -0.18 -0.01
H -18.1375 17.9858 -19.0207 0.49 0.16 -0.19 -0.03
H -26.7041 8.6771 -19.3767 0.19 0.61 0.31 0.03
H -23.3077 13.2095 -15.0863 -0.46 -0.30 0.62 0.00
H -22.9682 8.3240 -16.4544 -0.21 0.14 -0.68 0.04
H -25.8827 17.2329 -14.7444 0.50 -0.56 0.29 0.00
H -24.7080 12.1080 -23.4083 0.20 -0.25 0.14 -0.03
H -26.1070 11.5497 -21.3757 0.11 0.04 0.20 0.00
H -21.2667 13.9897 -19.1077 0.34 0.33 -0.27 0.06
H -23.7568 13.5748 -21.0429 0.73 0.06 0.11 0.00
H -20.5679 8.8928 -22.8690 -0.08 -0.02 -0.49 0.01
H -27.1317 5.3893 -17.5658 -0.59 -0.27 0.07 0.00
H -18.3887 8.4042 -24.3321 -0.25 -0.22 -0.18 -0.13
H -27.0702 6.5070 -21.9334 -0.36 0.17 -0.12 -0.01
H -20.6335 18.1884 -17.5846 0.36 -0.24 0.65 -0.01
H -25.2215 7.6442 -17.8153 -0.17 0.44 0.23 0.00
H -27.9162 10.8527 -20.2369 0.37 -0.07 0.05 0.02
H -22.2215 12.2299 -13.2034 -0.19 0.61 0.24 0.02
H -23.1715 8.1044 -19.0358 0.30 0.47 -0.40 0.01
H -27.2923 12.3192 -22.1777 -0.37 0.02 0.38 0.00
H -19.1278 6.7544 -20.2898 -0.47 -0.40 -0.43 0.07
H -26.8922 9.9234 -23.6307 -0.52 0.54 -0.02 0.00
H -28.9021 11.7571 -18.1401 -0.49 -0.22 -0.40 0.01
H -24.7864 16.5749 -23.0434 0.22 -0.62 -0.26 -0.02
H -27.4644 6.8523 -16.6513 0.19 0.29 0.09 0.01
H -29.1161 10.0739 -17.5296 0.03 0.06 0.14 0.02
H -21.2822 11.1699 -15.8693 -0.03 0.03 -0.06 0.01
H -27.9224 12.7662 -16.0463 0.11 0.11 0.25 0.01
H -20.1120 11.4162 -20.3748 0.12 0.54 0.23 0.02
H -20.8342 4.6348 -20.6259 -0.11 -0.41 -0.67 -0.12
H -19.0223 2.7006 -19.2499 -0.05 0.01 0.14 -0.02
H -25.5482 12.2979 -27.7152 0.11 0.04 -0.01 -0.01
H -22.3442 10.4252 -21.4539 0.31 -0.53 -0.17 0.00
H -24.7604 14.4969 -19.1501 0.44 -0.34 -0.36 0.03
H -20.3800 12.9654 -21.3421 -0.53 -0.15 0.21 0.00
H -27.4875 12.5551 -24.5369 -0.43 -0.52 0.06 -0.01
H -22.6107 14.3846 -18.0887 0.17 -0.36 0.22 0.02
H -24.9373 13.5714 -21.9793 -0.54 0.19 -0.41 0.00
H -26.2101 15.5672 -22.6069 -0.08 0.09 -0.08 0.02
H -18.3133 3.6568 -20.5203 0.14 0.20 -0.03 -0.23
H -22.0032 13.3870 -15.8786 0.44 0.07 0.00 0.01
H -21.5180 5.1295 -19.3409 -0.59 0.00 0.30 0.08
H -26.9758 16.6816 -16.0064 0.13 -0.03 -0.27 0.00
H -19.7629 4.7497 -18.0293 0.38 -0.11 0.23 -0.01
H -21.0424 13.9392 -17.3690 0.27 0.26 0.18 -0.04
H -19.6656 13.0292 -14.6021 0.33 0.02 -0.21 0.02
H -19.4153 15.9057 -17.5424 0.33 0.32 0.28 0.04
H -21.7351 18.4931 -19.4317 -0.15 -0.34 -0.54 0.02
H -20.1091 13.6585 -13.0380 -0.18 -0.04 0.33 0.00
H -27.4798 6.1474 -20.2715 0.66 -0.19 0.46 0.02
H -26.2199 13.6802 -24.4455 0.55 0.18 0.16 0.07
```
Forces are in eV/Å.

Computed properties:
**Multiplicity**: 2
**Total charge**: -2
**Electronic energy**: -3541.50390 hartree
**Max |F|**: 2.48 eV/A
**Expectation value of S²**: 0.7504